[1]
86
Properties=species:S:1:pos:R:3:forces:R:3 method="wB97M-V/def2-TZVPD" multiplicity=6 gap_ha="0.2801 / 0.2764" homo_energy_ev="-7.367 / -7.254" energy_ha=-3366.991407
C -0.8042 0.9372 -4.2340 0.1 -0.2 0.5
C -0.8256 0.3955 -2.9371 -0.2 0.4 -0.1
N -0.0670 0.9454 -1.9623 0.3 -0.3 -0.1
C 0.7929 1.9479 -2.2380 0.1 0.0 -0.2
C 0.8786 2.4770 -3.5337 0.2 -0.1 0.6
C 0.0617 1.9826 -4.5428 -0.2 -0.3 0.4
C -1.7351 -0.8132 -2.6248 -0.4 0.2 -0.3
P -2.2264 -0.9045 -0.8547 0.0 0.0 -0.2
Sm -0.0363 -0.1412 0.4241 -0.1 -1.4 2.4
P 2.1568 1.3507 0.2110 -0.1 0.0 -0.2
C 1.6688 2.5519 -1.1003 0.0 0.2 -0.3
O -0.5454 -3.4917 -2.9261 1.0 -0.7 -0.3
O 0.5061 -3.7911 -0.4775 0.3 0.4 0.4
H -1.4805 0.5122 -4.9599 0.1 0.0 -0.2
H 1.5851 3.2801 -3.6960 -0.1 0.0 -0.2
H 0.0969 2.4014 -5.5469 0.0 -0.1 0.2
C -3.6225 0.1956 -0.5141 -0.6 0.1 -0.1
C -2.6889 -2.5926 -0.4284 -0.5 -0.7 -0.3
H 2.6022 2.9958 -1.4932 -0.6 0.1 -0.2
H 1.0792 3.3503 -0.6009 0.3 -0.4 -0.2
H -1.2222 -1.7909 -2.8930 -0.5 1.1 0.4
H -2.6863 -0.7345 -3.1858 0.6 0.0 -0.3
C 2.3864 2.2349 1.7684 0.5 0.7 0.3
C 3.6797 0.5082 -0.2553 0.6 0.0 -0.1
H 0.8652 -2.8365 -0.5692 -0.4 -0.6 0.1
H 0.3237 -3.8945 0.4722 0.1 0.0 -0.4
H -0.1946 -3.8325 -2.0597 -0.2 0.3 -0.5
H 0.2099 -3.5631 -3.5453 -0.6 0.0 0.6
H -0.9304 1.5287 0.8916 -0.4 1.5 0.0
H 1.0007 -1.4503 -0.7011 0.8 -0.4 -0.8
H -4.5346 -0.1207 -1.0272 0.0 0.1 0.0
H -3.8105 0.2206 0.5692 0.1 -0.2 -0.3
H -3.3795 1.2287 -0.7888 0.1 -0.3 -0.1
H -3.5431 -2.9270 -1.0230 0.0 -0.2 0.1
H -1.8446 -3.2746 -0.5891 -0.1 0.3 -0.2
H -2.9302 -2.6751 0.6394 0.0 0.3 -0.2
H 4.5365 1.1853 -0.3086 0.1 -0.1 -0.1
H 3.8843 -0.2921 0.4712 -0.1 0.3 -0.1
H 3.5266 -0.0049 -1.2130 0.0 0.3 0.1
H 3.2390 2.9190 1.7220 0.0 0.0 0.2
H 1.4800 2.7957 2.0254 0.1 -0.2 -0.3
H 2.5351 1.5390 2.6070 0.0 0.0 -0.4
C -2.0264 -3.1396 5.6249 -0.1 -0.1 0.2
C -2.4881 -1.7471 5.1839 0.1 0.2 0.0
C -3.2046 -1.8433 3.8448 -0.4 -0.3 -0.3
C -3.3944 -1.1105 6.2381 -0.2 -0.1 0.0
O -1.3988 -0.8205 5.1071 0.2 -0.1 -0.3
Si -0.1084 -0.5262 4.1171 -0.1 -0.2 1.7
S -0.1916 -1.8324 2.5261 0.2 0.1 -0.7
O -0.0178 1.1221 3.9450 -0.5 0.4 0.5
C -0.5462 2.1965 4.8622 0.1 -0.5 -0.4
C -1.8826 2.6793 4.2940 0.0 0.1 -0.1
C -0.7287 1.7413 6.3057 -0.2 0.1 0.6
C 0.5086 3.3026 4.8285 0.1 0.1 -0.1
O 1.1630 -0.9589 5.0748 0.2 0.0 -0.2
C 2.5710 -1.1842 4.9567 -0.4 0.1 0.2
C 3.0020 -1.5744 3.5453 0.4 -0.2 -0.2
C 3.2765 0.0964 5.4087 0.2 0.0 0.1
C 2.8599 -2.3368 5.9236 0.2 -0.1 0.0
H -2.9008 -3.7988 5.7677 0.2 0.3 -0.1
H -1.4990 -3.0841 6.5860 0.0 0.0 -0.3
H -1.3781 -3.6095 4.8731 -0.1 0.2 0.2
H -4.1440 -2.4031 3.9689 0.2 0.2 0.0
H -3.4455 -0.8432 3.4611 0.1 -0.1 0.1
H -2.5910 -2.3720 3.1009 -0.3 0.3 0.3
H -2.8442 -1.0349 7.1853 -0.2 0.0 -0.2
H -3.6703 -0.1009 5.9033 0.0 -0.2 0.1
H -4.3120 -1.6918 6.3998 0.2 0.1 0.0
H -2.6449 1.8890 4.3815 0.3 0.2 -0.1
H -2.2558 3.5587 4.8499 0.3 -0.3 -0.1
H -1.7567 2.9621 3.2389 -0.1 -0.2 0.2
H 0.2052 1.3646 6.7436 -0.2 -0.1 -0.2
H -1.0296 2.6163 6.9154 0.2 -0.2 -0.4
H -1.5272 0.9980 6.4293 0.5 0.2 -0.2
H 1.4658 2.9098 5.2063 -0.3 0.1 -0.2
H 0.6342 3.6587 3.7971 0.1 0.0 0.3
H 0.2276 4.1645 5.4607 0.0 -0.4 -0.3
H 2.8134 -0.7783 2.8096 -0.1 -0.2 0.2
H 4.0885 -1.7638 3.5399 -0.3 0.1 0.1
H 2.4930 -2.4884 3.2119 0.1 0.3 0.1
H 2.9390 0.3613 6.4209 0.0 0.0 -0.3
H 4.3679 -0.0456 5.4382 -0.3 0.0 0.0
H 3.0599 0.9299 4.7243 0.0 -0.2 0.2
H 2.5110 -2.0676 6.9286 0.1 -0.1 -0.2
H 2.3258 -3.2383 5.5951 0.1 0.2 0.1
H 3.9333 -2.5701 5.9748 -0.2 0.1 0.0

[2]
85
Properties=species:S:1:pos:R:3:forces:R:3 method="wB97M-V/def2-TZVPD" total_charge=+2 multiplicity=7 gap_ha="0.2662 / 0.2594" homo_energy_ev="-12.055 / -11.846" energy_ha=-2997.712169
Eu 0.5797 0.7361 0.1493 -1.1 -1.0 -1.0
P -0.3817 1.6290 -2.5556 0.4 -0.3 0.2
P -2.2898 -1.9084 0.9362 0.5 -0.2 -1.2
N -2.1288 1.1611 -0.1607 -0.1 -0.5 -0.5
C -1.4331 2.9495 -1.8222 -0.1 0.6 -0.3
H -0.7745 3.7510 -1.4551 -0.1 -0.1 -0.2
H -2.0357 3.3822 -2.6324 0.2 0.1 0.3
C -2.3719 2.5212 -0.6852 -0.4 0.0 0.1
H -2.2429 3.2046 0.1680 -0.2 -0.1 -0.2
H -3.4241 2.6055 -1.0129 0.3 0.0 0.1
C -3.2078 0.8195 0.7897 -0.1 0.0 -0.4
H -4.1430 0.6412 0.2243 0.2 0.0 0.3
H -3.3845 1.7003 1.4278 0.0 -0.3 -0.2
C -2.8745 -0.3689 1.6948 -0.4 0.3 0.7
H -3.7846 -0.6177 2.2642 0.2 0.1 0.0
H -2.1192 -0.0541 2.4373 -0.2 -0.2 -0.2
C -1.3489 -2.7537 2.2536 0.1 0.0 0.2
C -0.0035 -2.0701 2.5409 0.2 -0.1 0.1
H -0.1119 -1.0067 2.8065 0.1 -0.2 -0.1
H 0.6869 -2.1773 1.6901 -0.3 0.0 0.2
H 0.4597 -2.5666 3.4063 -0.1 0.2 -0.2
C -3.6832 -2.9330 0.4128 -0.4 0.1 -0.2
C -3.2592 -4.0480 -0.5606 -0.1 -0.2 -0.2
H -4.1485 -4.3809 -1.1132 0.2 0.0 0.2
H -2.8460 -4.9212 -0.0382 -0.1 0.3 -0.1
H -2.5241 -3.7037 -1.2976 -0.2 -0.1 0.2
C -0.9507 1.4438 -4.2961 -0.3 -0.2 0.0
C 0.0152 0.5581 -5.0993 -0.1 -0.1 -0.1
H -0.4731 0.2774 -6.0420 0.2 0.1 0.2
H 0.2567 -0.3714 -4.5676 0.0 0.2 -0.1
H 0.9518 1.0753 -5.3485 -0.3 -0.1 0.1
C 1.3266 2.3808 -2.5533 -0.4 0.0 -0.4
C 2.3883 1.3054 -2.8608 0.3 0.0 0.1
H 3.2906 1.5068 -2.2637 -0.1 -0.1 -0.3
H 2.6678 1.3220 -3.9241 -0.1 0.0 0.4
H 2.0584 0.2803 -2.6168 0.0 0.3 -0.1
C -1.4066 -1.5151 -0.5959 -1.4 -0.9 0.4
C -4.5390 -3.4431 1.5920 -0.4 0.1 0.1
H -4.1597 -3.1524 2.5814 -0.1 -0.1 -0.2
H -5.5497 -3.0246 1.4967 0.2 -0.2 0.2
H -4.6331 -4.5367 1.5687 0.1 0.3 0.0
C -1.3295 2.7449 -5.0192 -0.1 0.2 -0.1
H -1.1988 2.6134 -6.1011 -0.1 0.1 0.2
H -2.3849 2.9874 -4.8432 0.2 0.0 -0.1
H -0.7314 3.6108 -4.7120 -0.2 -0.3 -0.2
C 1.4655 3.6094 -3.4529 0.6 0.3 0.2
H 2.4806 4.0160 -3.3378 -0.2 0.0 -0.1
H 1.3316 3.3637 -4.5144 0.0 0.0 0.4
H 0.7670 4.4097 -3.1765 0.1 -0.2 -0.1
C -1.1571 -4.2564 2.0069 0.1 -0.2 0.0
H -0.6550 -4.4532 1.0514 -0.1 0.1 0.2
H -0.5203 -4.6645 2.8044 -0.2 0.1 -0.2
H -2.1029 -4.8107 2.0332 0.2 0.2 0.0
H -1.9922 -2.6343 3.1444 0.2 0.0 -0.2
H 1.4852 2.7266 -1.5084 -0.1 0.0 -0.1
H -4.2999 -2.2187 -0.1586 0.2 -0.1 0.0
H -1.8820 0.8632 -4.1595 0.3 0.1 -0.1
O -0.1393 -1.3881 -0.6804 1.4 0.6 0.4
H -2.1911 0.4538 -0.9450 0.2 1.3 1.0
H -2.0719 -1.4012 -1.4916 0.4 -0.3 0.5
C 4.4758 -1.6622 -0.2751 0.1 -0.2 0.0
C 3.3211 -1.2366 0.5876 -0.1 1.1 0.0
O 3.0279 0.2128 0.2639 0.2 0.7 0.6
P 3.2876 1.6543 1.1548 0.8 -2.3 0.9
O 4.5656 1.3834 2.0749 -0.8 0.0 -0.3
C 5.0319 0.2992 2.9716 0.4 0.5 -0.3
C 4.0532 -0.1015 4.0321 -0.3 -0.3 0.3
O 1.9264 1.2669 2.1515 0.3 0.9 0.5
C 1.4865 2.2048 3.2171 0.4 -0.3 -0.6
C -0.0186 2.1238 3.3514 -0.1 0.0 0.1
H 4.2227 -1.5592 -1.3361 0.1 0.0 0.2
H 4.7013 -2.7167 -0.0812 0.0 0.1 0.0
H 5.3696 -1.0667 -0.0574 -0.2 -0.1 -0.1
H 2.3976 -1.7729 0.3461 0.1 0.1 -0.1
H 3.5067 -1.3222 1.6649 0.0 0.0 -0.4
H 5.3453 -0.5416 2.3430 -0.1 0.2 0.1
H 5.9225 0.7339 3.4361 -0.2 -0.1 -0.2
H 3.1934 -0.6532 3.6352 0.1 0.2 0.1
H 4.5793 -0.7748 4.7192 -0.1 0.1 -0.1
H 3.7118 0.7574 4.6210 0.1 -0.2 -0.2
H 1.9907 1.9101 4.1437 -0.1 0.1 -0.3
H 1.8034 3.2221 2.9382 0.0 -0.3 0.1
H -0.3179 2.7561 4.1927 -0.1 -0.1 -0.1
H -0.5372 2.5093 2.4585 0.1 -0.1 0.1
H -0.3688 1.1038 3.5682 0.2 0.2 0.0